{
  "formula": "H3OS2",
  "method": "ωB97M-V/def2-TZVPD",
  "elements": ["O", "H", "S", "S", "H", "H"],
  "coordinates": [[-0.28528, 0.68993, 1.50229], [-0.38729, 0.63304, 0.52436], [-0.40626, 0.62388, -1.72656], [-0.06292, -1.42525, -1.53029], [0.64523, 0.94707, 1.54126], [0.49652, -1.46867, -0.31107]],
  "forces_ev_per_a": [[0.5, 0.0, -0.1], [-0.4, 0.1, -0.2], [0.0, 0.0, 0.0], [0.0, -0.1, -0.1], [-0.2, 0.0, 0.2], [0.0, 0.0, 0.1]],
  "mulliken_charge": [-0.6204, 0.1951, -0.6868, -0.2947, 0.3217, 0.0852],
  "max_force_ev_per_a": 0.549,
  "charge": -1,
  "de_lowest_ev": 0.049,
  "gap_ha": 0.23027
}